{"formula": "Cl2H3N2P", "method": "ωB97M-V/def2-TZVPD", "smiles": "N=P(N)(Cl)Cl", "homo_lumo_gap_ev": 8.7, "de_lowest_ev": 2.300, "e_tot_ha": -1373.0272, "lumo_ev": -0.169, "symbols": ["N", "P", "N", "Cl", "Cl", "H", "H", "H"], "positions_angstrom": [[-1.2783, 1.2610, -0.3271], [0.2967, 0.2658, 0.2320], [0.1050, -1.3206, -0.2984], [2.1715, 0.7948, -0.6143], [0.7229, -0.0209, 2.0836], [-1.2899, 1.9185, 0.3631], [0.1808, -1.3317, -1.3639], [-0.9089, -1.5669, -0.0750]], "atomic_forces_ev_per_a": [[5.045, -5.627, -0.579], [-4.146, 2.596, -4.239], [-1.308, 0.076, -1.727], [-1.284, -0.381, 0.538], [0.317, 0.146, 1.953], [-0.170, 2.901, 2.631], [-0.107, -0.053, 1.829], [1.653, 0.342, -0.405]]}

=====

{"formula": "C10Cl4HgN3O2", "method": "ωB97M-V/def2-TZVPD", "s2": 0.7711, "spin_multiplicity": 2, "homo_lumo_gap_ev": [6.3, 6.4], "de_lowest_ev": 0.024, "e_tot_ha": -2690.1005, "charge": -2, "lumo_ev": [3.807, 3.431], "symbols": ["Hg", "Cl", "C", "C", "Cl", "C", "Cl", "C", "O", "C", "O", "C", "Cl", "N", "C", "C", "C", "N", "C", "N"], "positions_angstrom": [[-0.0099, 1.5450, 0.6204], [7.0663, -2.7985, 0.4472], [5.9032, -1.5766, 0.0457], [5.8866, -1.0426, -1.2710], [7.0299, -1.6294, -2.4352], [4.9789, -0.0739, -1.6148], [4.9494, 0.5914, -3.2117], [4.0035, 0.4550, -0.6843], [3.1933, 1.3304, -0.9941], [4.0209, -0.1098, 0.7084], [3.2251, 0.2956, 1.5577], [5.0116, -1.1289, 0.9866], [5.0222, -1.7640, 2.5960], [-6.0361, 0.7555, 0.3884], [-7.1925, 0.7960, 0.4228], [-8.6036, 0.8441, 0.4642], [-9.3656, -0.2629, 0.0403], [-10.0015, -1.1672, -0.3059], [-9.2641, 1.9985, 0.9294], [-9.8177, 2.9422, 1.3100]], "atomic_forces_ev_per_a": [[0.114, -0.014, -0.007], [-0.002, 0.002, 0.000], [0.000, -0.002, 0.003], [0.001, 0.001, -0.003], [0.000, 0.000, 0.001], [0.001, 0.001, 0.002], [0.000, -0.001, -0.001], [0.007, 0.006, 0.009], [-0.016, 0.005, -0.018], [0.007, 0.011, -0.003], [-0.014, -0.010, 0.018], [0.001, 0.003, -0.001], [0.001, -0.002, 0.000], [-0.102, 0.000, 0.002], [0.000, -0.001, 0.000], [-0.001, -0.002, -0.001], [0.001, -0.001, -0.001], [0.001, 0.001, 0.000], [0.001, 0.001, 0.001], [0.001, 0.000, 0.000]]}

=====

{"formula": "C42H54N11O2Ti", "method": "ωB97M-V/def2-TZVPD", "s2": 0.7528, "spin_multiplicity": 2, "homo_lumo_gap_ev": [7.1, 7.2], "e_tot_ha": -3234.7194, "charge": 2, "lumo_ev": [-5.050, -4.967], "symbols": ["Ti", "O", "C", "N", "C", "C", "C", "C", "C", "C", "N", "C", "C", "C", "C", "C", "N", "H", "H", "H", "H", "H", "H", "H", "H", "H", "H", "C", "N", "C", "C", "N", "C", "C", "C", "C", "C", "C", "C", "C", "C", "N", "C", "N", "C", "C", "N", "C", "C", "C", "N", "C", "C", "H", "H", "H", "H", "H", "H", "H", "H", "H", "H", "H", "H", "H", "H", "H", "H", "H", "H", "H", "H", "H", "H", "H", "H", "H", "H", "H", "H", "H", "H", "C", "C", "N", "C", "C", "C", "O", "C", "C", "C", "C", "N", "C", "H", "H", "H", "H", "H", "H", "H", "H", "H", "H", "H", "H", "H", "H"], "positions_angstrom": [[-0.0706, -0.2383, -0.9568], [-2.9869, -3.0415, -1.3312], [-1.9972, -2.3236, -1.5284], [-1.0517, -1.9698, -0.6006], [-1.1226, -2.6296, 0.7772], [-0.2157, -1.9700, 1.6636], [-0.0654, -2.5473, 2.9719], [0.4745, -1.7955, 3.9562], [0.9514, -0.5226, 3.6150], [1.0086, -0.1480, 2.2926], [0.3659, -0.8058, 1.3179], [-1.8596, -1.6820, -2.8774], [-2.6091, -1.9772, -4.0050], [-2.2909, -1.3435, -5.2078], [-1.3341, -0.3628, -5.2410], [-0.6640, -0.0210, -4.1027], [-0.8911, -0.6903, -2.9784], [-0.9838, -3.6869, 0.6599], [-2.1805, -2.5241, 1.1661], [-0.6405, -3.4639, 3.1349], [0.5207, -2.0758, 5.0269], [1.2539, 0.1725, 4.4092], [1.3359, 0.8039, 2.0204], [-3.4240, -2.6652, -3.9580], [-2.8019, -1.5958, -6.1024], [-1.0647, 0.2334, -6.0882], [0.1279, 0.6953, -4.0729], [3.4984, 2.4766, 0.2093], [2.2264, 3.0836, 0.5440], [2.3160, 4.4872, 0.8641], [1.0311, 2.5359, 0.2137], [0.8790, 1.5523, -0.7928], [1.5206, 1.9387, -1.9702], [1.3123, 3.2657, -2.4397], [1.8768, 3.7934, -3.5887], [2.7590, 3.0058, -4.2046], [3.1350, 1.6562, -3.8350], [4.1147, 0.9570, -4.5481], [4.3474, -0.3019, -4.1917], [3.7396, -0.9339, -3.0826], [2.7559, -0.2667, -2.3156], [1.9529, -1.0013, -1.3770], [2.4978, -2.1742, -0.9987], [3.6610, -2.2191, -0.3479], [4.3848, -1.0643, 0.2321], [4.5242, -3.3772, -0.5325], [1.8388, -3.3117, -1.2211], [1.0287, -3.4229, -2.4234], [1.9159, -4.5028, -0.4130], [2.5070, 1.1107, -2.6435], [-0.0675, 2.8678, 0.9049], [-1.0609, 3.5130, 0.0720], [0.0005, 3.3120, 2.3047], [4.0490, 3.0559, -0.6062], [3.3099, 1.4591, -0.0237], [4.1802, 2.5261, 1.0744], [3.0000, 5.1185, 0.2077], [2.5604, 4.6574, 1.8852], [1.3476, 5.0346, 0.6839], [0.6199, 3.8204, -1.8513], [1.6834, 4.7294, -4.0185], [3.1779, 3.3315, -5.1663], [4.7122, 1.4284, -5.3058], [5.0741, -0.8630, -4.7866], [3.9793, -1.9549, -2.7970], [3.6801, -0.4426, 0.6955], [5.0427, -0.5190, -0.4903], [5.0270, -1.4994, 0.9791], [4.1863, -3.8460, -1.4050], [4.5469, -4.0367, 0.3129], [5.5445, -3.0026, -0.6631], [-0.0420, -3.6402, -2.1835], [1.4253, -4.3056, -2.9426], [1.0936, -2.4418, -2.9784], [2.4794, -4.2637, 0.5128], [2.3849, -5.3540, -0.8548], [0.8885, -4.7641, -0.1213], [-2.0191, 3.5224, 0.6699], [-0.7356, 4.4727, -0.3168], [-1.2323, 2.8994, -0.7764], [-0.0933, 4.3743, 2.3615], [0.8995, 2.9716, 2.8382], [-0.8278, 2.8058, 2.8111], [-3.6477, -1.9234, 3.6220], [-4.8072, -1.0007, 3.2558], [-4.5403, 0.4194, 3.7119], [-4.8138, 0.7719, 5.1560], [-3.6108, 0.4218, 6.0059], [-3.8475, 1.2774, 2.9545], [-3.2887, 2.2820, 3.3858], [-3.6546, 0.9566, 1.4563], [-4.7419, 1.0791, 0.6255], [-4.5182, 0.9639, -0.7536], [-3.1728, 0.8354, -1.2049], [-2.1279, 0.7046, -0.3994], [-2.3942, 0.8062, 0.9006], [-3.9610, -2.9077, 3.2463], [-3.6314, -1.9331, 4.7007], [-2.7189, -1.5800, 3.0876], [-5.7256, -1.2688, 3.7860], [-5.0539, -1.0931, 2.2143], [-5.7834, 0.4004, 5.4283], [-4.8261, 1.8543, 5.0602], [-3.4118, -0.6868, 6.3264], [-3.7699, 0.9164, 6.9644], [-2.7738, 0.8299, 5.4510], [-5.7284, 1.3547, 1.0653], [-5.3214, 0.9008, -1.4946], [-2.9429, 0.7985, -2.2446], [-1.6080, 0.7421, 1.5679]], "atomic_forces_ev_per_a": [[0.356, -0.806, 0.433], [1.293, 0.484, -0.125], [-1.545, -0.608, 1.230], [-0.189, -0.678, 0.548], [-2.703, 0.879, -3.529], [1.733, 0.349, 2.518], [-1.360, -0.014, -1.891], [0.570, 0.906, 1.449], [0.621, 0.144, 0.413], [-1.297, -0.394, 0.780], [-0.665, -1.328, -0.530], [1.464, 1.833, -1.209], [0.432, 0.146, 0.261], [-0.065, 0.070, 0.578], [0.229, 0.674, -0.531], [-0.096, -1.166, 1.067], [-0.643, -0.867, 1.726], [0.278, -0.634, 0.118], [0.920, -0.080, -0.334], [0.583, 0.129, 0.177], [-0.215, -0.112, -0.899], [0.180, -0.386, -0.515], [0.892, 1.328, -0.348], [-0.222, -0.511, 0.141], [-0.507, -0.243, -0.587], [-0.235, -0.197, -0.771], [0.265, 0.580, -0.053], [1.094, 1.238, -0.315], [-0.351, -0.148, -0.803], [-1.198, 2.421, -1.054], [0.860, -1.991, -1.122], [0.516, 2.416, 2.530], [1.772, 1.636, -2.104], [-0.644, -1.990, 1.319], [0.283, -1.054, 0.748], [1.917, -1.799, -2.319], [-1.162, 1.858, 1.623], [-0.626, 1.177, 0.069], [1.305, -2.523, 0.491], [-1.186, 0.898, 0.498], [0.757, -0.692, -0.505], [0.355, 1.079, -0.894], [-0.376, 0.796, 0.914], [1.168, 0.166, 0.355], [0.336, -1.099, -1.201], [0.876, 1.208, 0.593], [-0.240, 0.053, -0.524], [-0.695, 0.217, -0.267], [-0.279, 0.772, 1.934], [-0.908, -0.181, -0.874], [0.860, 0.439, 0.320], [-2.019, -0.331, 1.107], [-0.182, -1.101, 0.116], [-0.982, -0.955, 0.686], [0.166, -0.779, -0.538], [-0.405, -0.014, -0.060], [-0.329, -1.472, 0.603], [0.463, 0.097, 0.867], [0.687, -0.900, 0.279], [-0.494, 0.571, 0.148], [-0.552, 1.264, -0.078], [0.031, 0.035, 0.477], [-0.218, 0.174, -0.429], [-0.150, 0.004, 0.396], [0.056, 0.104, -0.511], [-0.849, 1.085, 0.577], [-0.760, -0.426, 0.271], [0.228, 0.041, 0.424], [-0.074, -1.157, -1.181], [-0.110, -0.432, 0.403], [-0.129, -0.166, -0.239], [0.935, 0.180, -0.099], [-0.173, 0.469, -0.470], [-0.026, -1.468, 0.309], [-0.554, -0.221, -0.498], [0.318, -0.472, -0.711], [0.270, -0.123, -0.108], [0.931, 0.524, -0.774], [-0.144, 0.498, 0.509], [-0.233, -0.505, -0.739], [-0.106, 0.710, 0.316], [-0.034, 0.198, -0.592], [-0.184, 0.457, 0.016], [-0.762, 0.203, -1.136], [-0.099, 1.198, 1.205], [-0.993, -1.483, -0.485], [1.223, 0.131, -2.151], [-0.238, -1.689, 1.332], [1.294, -0.369, -0.287], [-0.176, 0.180, -0.190], [-0.139, 0.685, 0.837], [-0.991, 0.309, -0.986], [1.047, -0.180, -0.167], [-1.801, -0.299, 0.309], [0.005, 0.172, 0.410], [-1.399, -0.372, 0.185], [0.484, 0.003, 0.199], [0.833, -0.234, 0.131], [-0.706, -0.377, 0.941], [0.196, -0.262, 0.007], [0.054, 0.472, -0.565], [-0.303, -0.327, 0.222], [-0.334, 0.160, 0.612], [-0.598, 1.918, -1.050], [0.449, 0.263, -0.002], [0.454, -0.013, 0.430], [0.710, -0.613, -0.596], [0.297, 0.430, 0.374], [-0.135, -0.067, -0.691], [1.739, -0.122, 1.106]]}

=====

{"formula": "C4H12N2S2", "method": "ωB97M-V/def2-TZVPD", "homo_lumo_gap_ev": 4.1, "de_lowest_ev": 5.441, "e_tot_ha": -1065.2860, "lumo_ev": -3.271, "symbols": ["N", "C", "C", "S", "S", "C", "C", "N", "H", "H", "H", "H", "H", "H", "H", "H", "H", "H", "H", "H"], "positions_angstrom": [[2.4939, -1.8593, 0.3675], [1.6057, -0.9792, 1.1539], [1.9151, 0.4878, 0.8380], [1.9560, 0.8854, -0.9300], [-2.4375, -1.3322, 0.2702], [-2.3174, 0.4642, 0.3102], [-1.2925, 1.1734, -0.4001], [-1.4631, 1.1490, -1.8923], [2.5672, -1.4361, -0.5610], [2.0019, -2.7053, 0.0865], [0.5288, -1.1515, 1.0041], [1.8061, -1.2031, 2.2075], [1.1991, 1.1720, 1.2956], [2.9307, 0.6718, 1.2365], [-3.2902, 0.8205, 0.6393], [-2.6370, -1.3880, -1.0518], [-0.3136, 0.6858, -0.3282], [-1.1920, 2.1739, 0.0286], [-1.9483, 1.9859, -2.2085], [-2.1129, 0.3849, -2.0661]], "atomic_forces_ev_per_a": [[-0.630, -0.003, -0.746], [0.029, -0.295, -0.125], [0.656, -0.329, -0.086], [-0.876, -0.034, 0.411], [-0.049, 0.991, 0.047], [-0.625, -1.756, -0.810], [-0.114, 0.324, 0.112], [-0.400, 0.070, 0.164], [0.299, 0.348, 0.207], [0.002, -0.194, 0.667], [0.128, -0.131, -0.239], [-0.071, 0.318, 0.006], [0.172, -0.061, 0.349], [-0.377, 0.304, -0.132], [0.705, 0.857, 0.836], [0.363, -0.312, -0.255], [0.795, -0.333, 0.454], [-0.144, 0.214, -0.560], [-0.057, -0.015, 0.164], [0.195, 0.036, -0.465]]}

=====

{"formula": "C7H24FeN4O5", "method": "ωB97M-V/def2-TZVPD", "s2": 8.7834, "spin_multiplicity": 6, "homo_lumo_gap_ev": [5.5, 4.1], "e_tot_ha": -2139.6259, "charge": 1, "lumo_ev": [-4.485, -5.355], "symbols": ["O", "H", "Fe", "N", "N", "O", "O", "C", "C", "C", "C", "H", "H", "H", "H", "H", "H", "H", "H", "O", "H", "H", "C", "H", "H", "H", "O", "H", "H", "N", "C", "C", "N", "H", "H", "H", "H", "H", "H", "H", "H"], "positions_angstrom": [[-2.5982, -0.9652, -2.2386], [-3.2227, -1.3216, -2.8886], [-0.4458, 0.1335, -0.3493], [1.4902, 0.6441, -0.6975], [0.2716, 1.1481, 1.3346], [2.1389, 0.3397, -1.8976], [-0.4244, 1.4328, 2.5522], [2.2113, 1.3796, 0.1495], [1.4867, 1.6921, 1.3368], [3.5966, 1.8460, -0.1230], [1.9682, 2.5631, 2.4354], [3.9307, 1.5612, -1.1285], [4.2965, 1.4242, 0.6164], [3.6609, 2.9414, -0.0233], [1.4996, 2.3142, 3.3927], [1.7528, 3.6236, 2.2257], [3.0563, 2.4782, 2.5452], [1.3765, 0.0105, -2.4556], [-1.3604, 1.5507, 2.2823], [1.0981, -2.3182, 1.7775], [1.9710, -2.6619, 2.0374], [0.9772, -1.5224, 2.3233], [-1.9479, 1.4662, -0.9937], [-2.4735, 1.2432, -1.9247], [-1.3166, 2.3711, -1.1088], [-2.6640, 1.6357, -0.1695], [-0.2637, -0.3511, -2.9495], [-1.2836, -0.5601, -2.7607], [-0.2359, 0.2450, -3.7256], [-0.2096, -2.0015, -0.7320], [-1.5242, -2.5892, -0.7218], [-2.1763, -2.3277, 0.5913], [-1.9484, -0.8793, 0.9245], [0.2940, -2.1601, -1.6047], [0.3729, -2.3030, 0.0653], [-2.2150, -1.8297, -1.6404], [-1.5624, -3.6235, -1.0701], [-3.2533, -2.5273, 0.5218], [-1.7494, -2.9548, 1.3892], [-2.8167, -0.3601, 0.7779], [-1.7581, -0.7877, 1.9245]], "atomic_forces_ev_per_a": [[-1.023, 1.100, -1.760], [0.175, 0.153, 0.100], [-1.886, -1.108, -0.659], [3.251, 1.565, -0.282], [1.553, 1.623, 2.177], [-1.096, 0.101, 0.963], [-0.193, -0.190, -1.315], [-0.396, -1.828, -3.211], [-3.497, -0.694, 1.325], [0.397, 0.158, -0.045], [0.612, 0.172, 0.388], [-0.204, 0.077, 0.408], [-0.226, 0.074, -0.212], [-0.088, -0.315, -0.015], [0.087, 0.039, -0.351], [-0.040, -0.331, -0.073], [-0.229, 0.029, -0.080], [0.343, 0.007, 0.365], [0.632, -0.101, 0.093], [0.549, 0.355, 0.623], [-0.445, 0.053, -0.116], [0.050, -0.394, -0.168], [0.691, 0.751, 0.237], [0.255, -0.093, 0.443], [-0.323, -0.145, 0.040], [0.232, -0.055, -0.297], [0.072, 0.721, -0.451], [0.164, -0.128, -0.223], [-0.248, -0.429, 0.566], [0.928, 0.498, 0.297], [-0.475, -0.591, -0.616], [0.044, -0.340, 0.121], [-0.370, 0.175, 0.770], [-0.241, -0.053, 0.214], [-0.038, 0.152, -0.390], [0.510, -0.951, 0.931], [0.125, -0.038, 0.272], [0.272, -0.050, 0.150], [-0.139, 0.342, 0.170], [0.255, -0.190, -0.169], [-0.039, -0.122, -0.219]]}

=====

{"formula": "C6H14N2O2", "method": "ωB97M-V/def2-TZVPD", "s2": 0.7718, "spin_multiplicity": 2, "homo_lumo_gap_ev": [10.9, 5.7], "de_lowest_ev": 0.268, "e_tot_ha": -496.7219, "charge": 1, "lumo_ev": [-2.823, -7.940], "symbols": ["C", "C", "C", "O", "N", "H", "H", "H", "H", "H", "H", "H", "C", "C", "C", "O", "N", "H", "H", "H", "H", "H", "H", "H"], "positions_angstrom": [[-2.5498, -0.5216, -1.5305], [0.0902, 2.2654, -1.7682], [-1.0040, 1.3274, -2.1918], [-1.3494, 1.1501, -3.3350], [-1.5304, 0.4490, -1.2204], [-0.9736, 0.2385, -0.3644], [-2.0950, -1.2974, -2.1520], [-0.2208, 3.2966, -1.9414], [-2.8975, -0.9016, -0.5732], [-3.3716, -0.0355, -2.0410], [0.2426, 2.2592, -0.6912], [0.9273, 1.9586, -2.3900], [1.7160, 0.7367, 2.6049], [0.7739, -2.4352, 0.8033], [1.0622, -0.1957, 1.6519], [0.2599, 0.1388, 0.7682], [1.4130, -1.4842, 1.7155], [2.7279, 0.8998, 2.2228], [1.8738, -1.9493, 2.4800], [1.1874, -2.2368, -0.1620], [1.2959, 1.7304, 2.7081], [1.7939, 0.2803, 3.5904], [0.9160, -3.4491, 1.1454], [-0.2879, -2.2244, 0.6705]], "atomic_forces_ev_per_a": [[0.000, 0.675, 0.634], [-0.961, 0.086, 0.395], [0.765, 0.492, -0.100], [-0.432, -0.118, 0.187], [-0.335, -0.777, -0.124], [0.479, 0.435, 0.219], [-0.173, -0.153, -0.042], [0.081, -0.080, -0.665], [0.054, -0.358, -0.107], [-0.048, -0.026, -0.465], [0.443, -0.579, -0.061], [0.375, 0.435, 0.282], [0.754, 0.208, 0.245], [-0.234, 0.846, 0.014], [-0.356, -0.437, -0.091], [-0.176, 0.696, -0.168], [-0.709, -1.200, 0.030], [0.089, -0.107, 0.160], [0.284, 0.792, 0.270], [0.454, -0.482, -0.809], [-0.543, -0.148, -0.240], [0.086, 0.018, 0.008], [0.189, -0.126, -0.057], [-0.086, -0.091, 0.487]]}